Entry 1:
Here is 2 unconnected molecules or ions with the total composition C2H8FP3 from OMol25. Energies are from ωB97M-V/def2-TZVPD.

Results
HOMO energy: -8.95 eV
E_LUMO: -0.13 eV
SMILES string: [H]/P=C\P.FCP
Kohn-Sham gap: 0.324 Ha
spin multiplicity: 1

XYZ file:
```
14
Properties=species:S:1:pos:R:3:nbo_charge:R:1
C -1.2163 2.0476 -0.2077 -0.202
C -0.4908 -1.7488 0.6378 -0.929
F -1.0104 3.3667 -0.5227 -0.368
P 0.9881 -0.8305 1.0804 0.324
P 0.1254 0.9975 -0.9958 0.246
P -0.8130 -2.8818 -0.5511 0.479
H -2.2005 1.7583 -0.5933 0.183
H -1.1791 1.9532 0.8828 0.184
H -1.3616 -1.4004 1.2013 0.224
H 1.2653 -1.5834 2.2355 -0.019
H 1.8777 -1.5762 0.3092 -0.017
H 1.1820 1.7785 -0.5403 -0.012
H 0.0682 1.6800 -2.2137 -0.021
H 0.4980 -3.0173 -1.0222 -0.071
```

---

Entry 2:
Here is 5 unconnected molecules or ions with the total composition C12H21N3O6 at a distorted geometry from OMol25. Energies are from ωB97M-V/def2-TZVPD.

Results
HOMO energy: -10.84 eV
E_LUMO: -0.02 eV
SMILES string: COC(=O)OC.COC(=O)OC.CC#N.CC#N.CC#N
Kohn-Sham gap: 0.398 Ha
spin multiplicity: 1

XYZ file:
```
42
Properties=species:S:1:pos:R:3:nbo_charge:R:1
C -9.9922 -1.4006 -5.5834 -0.263
O -9.5143 -1.5473 -4.2772 -0.508
C -8.1885 -1.7519 -3.9914 0.994
O -7.2706 -1.7676 -4.8315 -0.636
O -8.0702 -1.7503 -2.6355 -0.504
C -6.8472 -1.9891 -1.9614 -0.256
H -9.3673 -1.9243 -6.3068 0.202
H -10.2345 -0.3857 -5.8984 0.193
H -10.8559 -2.0502 -5.7257 0.190
H -6.2721 -1.1041 -1.6891 0.192
H -6.1395 -2.5538 -2.5683 0.200
H -7.0985 -2.6053 -1.0981 0.196
C 5.8895 3.1020 0.9229 -0.246
O 6.2135 3.1250 -0.4946 -0.553
C 7.5422 3.0932 -0.9434 0.989
O 8.5296 3.1457 -0.2413 -0.594
O 7.6940 2.8930 -2.3233 -0.504
C 6.5986 2.5457 -3.0650 -0.246
H 4.8019 3.1449 0.8649 0.202
H 6.4086 3.8658 1.5018 0.206
H 6.2937 2.1292 1.2027 0.192
H 5.9301 3.4008 -3.1650 0.180
H 6.1404 1.6764 -2.5934 0.179
H 6.9138 2.2963 -4.0781 0.195
C 1.9753 5.4866 5.1641 -0.727
C 2.5327 6.7226 4.7432 0.280
N 2.9803 7.7567 4.3662 -0.329
H 1.2196 5.8021 5.8835 0.262
H 2.8002 4.9566 5.6403 0.258
H 1.6262 4.9976 4.2546 0.257
C 1.4347 -0.9097 1.4345 -0.706
C 0.3323 -1.6079 0.6667 0.285
N -0.4577 -2.1577 0.0557 -0.343
H 2.3062 -0.9248 0.7800 0.256
H 1.6307 -1.6218 2.2361 0.255
H 1.0487 0.0415 1.8007 0.253
C -0.1482 -7.1943 3.4368 -0.744
C 1.0931 -6.7162 3.9321 0.286
N 2.1223 -6.3007 4.3190 -0.331
H -0.5121 -6.8802 2.4585 0.270
H -0.9205 -6.7900 4.0912 0.257
H -0.1689 -8.2478 3.7158 0.262
```

---

Entry 3:
Here is a single C3H5NO2 molecule at a distorted geometry from OMol25. Energies are from ωB97M-V/def2-TZVPD.

Results
HOMO energy: -9.97 eV
E_LUMO: 0.47 eV
SMILES string: O[C@H]1C=NOC1
Kohn-Sham gap: 0.384 Ha
spin multiplicity: 1

XYZ file:
```
11
Properties=species:S:1:pos:R:3:nbo_charge:R:1
C -0.6034 -0.6886 0.2117 0.012
C 0.0939 0.3426 1.0861 -0.118
C 0.4244 -0.6453 -0.8949 -0.013
H -2.3738 -0.9767 -0.2614 0.472
H -0.7609 -1.6943 0.5904 0.185
H -0.6210 0.9283 1.5517 0.204
H 0.5732 -0.1845 1.8866 0.177
H 0.5139 -1.2788 -1.7613 0.215
N 1.3343 0.2536 -0.7669 -0.080
O -1.7942 -0.2158 -0.2592 -0.690
O 1.0241 1.1381 0.3774 -0.364
```

---

- Which value of E_LUMO does entry 1 give?
  -0.13 eV

---

Repeat the second record exactly.
Here is 5 unconnected molecules or ions with the total composition C12H21N3O6 at a distorted geometry from OMol25. Energies are from ωB97M-V/def2-TZVPD.

Results
HOMO energy: -10.84 eV
E_LUMO: -0.02 eV
SMILES string: COC(=O)OC.COC(=O)OC.CC#N.CC#N.CC#N
Kohn-Sham gap: 0.398 Ha
spin multiplicity: 1

XYZ file:
```
42
Properties=species:S:1:pos:R:3:nbo_charge:R:1
C -9.9922 -1.4006 -5.5834 -0.263
O -9.5143 -1.5473 -4.2772 -0.508
C -8.1885 -1.7519 -3.9914 0.994
O -7.2706 -1.7676 -4.8315 -0.636
O -8.0702 -1.7503 -2.6355 -0.504
C -6.8472 -1.9891 -1.9614 -0.256
H -9.3673 -1.9243 -6.3068 0.202
H -10.2345 -0.3857 -5.8984 0.193
H -10.8559 -2.0502 -5.7257 0.190
H -6.2721 -1.1041 -1.6891 0.192
H -6.1395 -2.5538 -2.5683 0.200
H -7.0985 -2.6053 -1.0981 0.196
C 5.8895 3.1020 0.9229 -0.246
O 6.2135 3.1250 -0.4946 -0.553
C 7.5422 3.0932 -0.9434 0.989
O 8.5296 3.1457 -0.2413 -0.594
O 7.6940 2.8930 -2.3233 -0.504
C 6.5986 2.5457 -3.0650 -0.246
H 4.8019 3.1449 0.8649 0.202
H 6.4086 3.8658 1.5018 0.206
H 6.2937 2.1292 1.2027 0.192
H 5.9301 3.4008 -3.1650 0.180
H 6.1404 1.6764 -2.5934 0.179
H 6.9138 2.2963 -4.0781 0.195
C 1.9753 5.4866 5.1641 -0.727
C 2.5327 6.7226 4.7432 0.280
N 2.9803 7.7567 4.3662 -0.329
H 1.2196 5.8021 5.8835 0.262
H 2.8002 4.9566 5.6403 0.258
H 1.6262 4.9976 4.2546 0.257
C 1.4347 -0.9097 1.4345 -0.706
C 0.3323 -1.6079 0.6667 0.285
N -0.4577 -2.1577 0.0557 -0.343
H 2.3062 -0.9248 0.7800 0.256
H 1.6307 -1.6218 2.2361 0.255
H 1.0487 0.0415 1.8007 0.253
C -0.1482 -7.1943 3.4368 -0.744
C 1.0931 -6.7162 3.9321 0.286
N 2.1223 -6.3007 4.3190 -0.331
H -0.5121 -6.8802 2.4585 0.270
H -0.9205 -6.7900 4.0912 0.257
H -0.1689 -8.2478 3.7158 0.262
```